(1)
This record from the OMol25 dataset describes C36H60Br24FN2O4S as an isolated structure in a non-equilibrium geometry. The level of theory is ωB97M-V/def2-TZVPD.

XYZ file:
```
128
C36H60Br24FN2O4S (ωB97M-V/def2-TZVPD)
C 2.51489 -1.55461 5.84986
C 2.40755 -2.41367 4.71496
C 2.11448 -3.02577 3.20377
C 0.59643 -2.56415 2.67410
C 0.49198 -2.30193 1.07936
C 0.53897 -0.76486 0.53586
C -0.46655 0.20804 1.45412
C -2.03037 -0.31661 1.46748
C -2.46944 -0.82532 2.99939
O -3.96215 -0.96343 2.93488
C 2.13153 -0.26119 0.69840
C 2.58611 0.45541 2.10483
O 2.15146 1.82866 2.31308
C 1.97856 2.19122 3.72315
C 0.57374 3.09714 3.78795
C 0.53398 4.15210 5.04067
N 2.84472 0.13692 -0.61269
C 4.24856 -0.48300 -0.62351
C 4.36702 -1.99177 -1.19896
C 4.88590 -2.17756 -2.72853
C 4.78253 -0.87646 -3.70631
C 4.23248 -1.39478 -5.19719
C 3.20783 1.58273 -0.84638
C 2.01336 2.68094 -0.74298
C 2.68985 4.06225 -0.10066
F 1.42486 3.10602 -2.05037
C 1.84288 -0.25227 -1.67545
C 0.31861 -0.68461 -1.12514
N -0.40864 0.61339 -1.34054
C -1.34638 0.59745 -2.31978
C -2.93372 0.19405 -2.19129
C -0.86767 1.11923 -3.83564
S -0.09937 -2.21707 -2.09064
C -1.79213 -2.96396 -1.75598
O 0.91444 -3.41499 -1.91362
O -0.06474 -1.98792 -3.65519
H 2.49193 -0.70357 6.68638
H 2.10085 -4.21138 3.34280
H 2.95959 -2.80778 2.42667
H 0.22109 -1.73616 3.39419
H -0.08359 -3.52059 2.90333
H 1.30912 -3.02589 0.59523
H -0.55173 -2.75994 0.72355
H -0.37934 1.35898 1.14669
H -0.13837 0.23017 2.60235
H -2.75065 0.56187 1.10718
H -2.13418 -1.26345 0.78996
H -2.05815 -1.91060 3.23875
H -2.21152 -0.03006 3.81757
H -4.18128 -1.95560 2.99526
H 2.63674 -1.33448 0.85986
H 2.16637 -0.24833 2.97328
H 3.76951 0.43859 2.26279
H 1.80543 1.30037 4.45966
H 2.86095 2.84112 4.17227
H 0.34624 3.56457 2.73494
H -0.28377 2.29835 3.99327
H 0.18294 3.57306 6.02114
H -0.33776 4.92129 4.81208
H 1.58280 4.65118 5.18176
H 5.04941 0.21896 -1.16402
H 4.63259 -0.52353 0.50729
H 3.32477 -2.54316 -1.08015
H 5.12013 -2.58411 -0.48676
H 4.20426 -3.02457 -3.22229
H 5.99772 -2.59893 -2.83046
H 5.87275 -0.44600 -3.93173
H 4.04050 -0.03856 -3.37068
H 4.96776 -2.21233 -5.61192
H 4.19263 -0.49365 -5.96867
H 3.13810 -1.85038 -5.06678
H 4.08616 1.88337 -0.11583
H 3.61636 1.64262 -1.96742
H 1.13479 2.39049 -0.02866
H 2.79018 4.03058 1.06611
H 3.78427 4.19739 -0.54341
H 2.07136 4.98777 -0.47866
H 2.05651 -1.13834 -2.40920
H 1.52127 0.58258 -2.46853
H -3.20597 -0.24989 -1.12141
H -3.54321 1.21042 -2.29925
H -3.25289 -0.52343 -3.07366
H -1.63395 1.95291 -4.21462
H -0.93119 0.26044 -4.64667
H 0.18381 1.65404 -3.81580
H -2.31294 -3.27161 -2.78384
H -2.49317 -2.32332 -1.07554
H -1.62608 -3.99641 -1.18260
C 7.64094 0.88517 1.89225
Br 6.22812 -0.12958 2.76313
Br 7.27396 1.16141 0.00191
Br 8.00116 2.56096 2.81218
H 8.55317 0.28285 1.95616
C -6.91233 -1.17943 -1.30575
Br -6.13590 -0.92695 0.45993
Br -8.85661 -1.20169 -1.24509
Br -6.24285 0.12499 -2.58425
H -6.59212 -2.16562 -1.65778
C -1.40807 4.50975 -6.69079
Br -2.65821 5.94851 -6.30179
Br -0.19955 4.97375 -8.14288
Br -0.44364 3.93901 -5.10069
H -2.00106 3.65380 -7.02950
C 3.59339 -5.53240 0.30954
Br 2.93381 -6.49414 1.86653
Br 4.92500 -4.19912 0.79283
Br 4.24706 -6.74296 -1.06579
H 2.74150 -4.99318 -0.11774
C -5.17281 -2.60703 6.39495
Br -5.83239 -3.56877 7.95194
Br -3.84119 -1.27375 6.87823
Br -4.51913 -3.81759 5.01962
H -6.02469 -2.06782 5.96767
C -4.98271 2.45556 -7.61656
Br -6.23284 3.89433 -7.22756
Br -3.77418 2.91957 -9.06865
Br -4.01828 1.88482 -6.02647
H -5.57569 1.59961 -7.95528
C -4.16767 4.99134 -2.06872
Br -3.06680 3.40226 -1.85166
Br -3.15227 6.62248 -1.76422
Br -5.07496 5.01399 -3.78936
H -4.94454 4.94980 -1.29815
C -9.36842 -1.71777 5.97546
Br -10.02800 -2.67951 7.53245
Br -8.03681 -0.38449 6.45875
Br -8.71475 -2.92833 4.60013
H -10.22031 -1.17856 5.54818
```

Kohn-Sham gap	7.418	eV
charge	+1
LUMO level	-0.1108	Ha
DFT total energy	-1744016.875	eV
HOMO	-10.4	eV


(2)
This record from the OMol25 dataset describes a 8-piece molecular cluster, C36H60N8 overall in a non-equilibrium geometry. The level of theory is ωB97M-V/def2-TZVPD.

XYZ file:
```
104
C36H60N8 (ωB97M-V/def2-TZVPD)
C -4.44538 -6.50043 -0.78165
C -5.03895 -6.40896 -2.01574
C -6.19054 -5.68788 -1.85692
N -6.30789 -5.35703 -0.56087
C -5.26120 -5.79512 0.09412
H -3.49858 -6.95853 -0.53648
H -4.67781 -6.79036 -2.95940
H -6.95499 -5.39451 -2.56115
H -7.08609 -4.83131 -0.18921
H -5.13575 -5.72224 1.16433
C 1.66061 0.77502 7.19717
C 1.76024 1.84896 8.11367
C 2.45767 2.84559 7.37941
N 2.77416 2.35603 6.17533
C 2.26705 1.10645 6.00268
H 1.14567 -0.13951 7.45185
H 1.36855 1.86538 9.12000
H 2.67617 3.87398 7.62655
H 3.17915 2.86693 5.40393
H 2.45450 0.56589 5.08668
C -0.74526 0.51422 -0.79520
C -1.37908 0.87448 -2.00698
C -2.18959 -0.21570 -2.37668
N -1.99761 -1.21878 -1.45482
C -1.06546 -0.78963 -0.54772
H -0.08990 1.14681 -0.21493
H -1.23984 1.84641 -2.45682
H -2.84577 -0.40818 -3.21262
H -2.46108 -2.11613 -1.44769
H -0.80222 -1.38863 0.31152
C 6.62576 4.85422 1.31738
C 5.44474 5.56547 1.13907
C 4.84036 5.17344 -0.03819
N 5.73636 4.27283 -0.62724
C 6.79172 4.03951 0.24626
H 7.25421 4.86981 2.19557
H 5.11410 6.30431 1.85407
H 3.90776 5.49406 -0.47851
H 5.59009 3.77074 -1.49131
H 7.49830 3.26498 -0.01308
C -1.89819 -0.41218 -10.09266
C -3.24863 -0.48544 -10.60628
C -3.13467 -0.31104 -12.00233
N -1.78331 -0.22764 -12.29844
C -1.06811 -0.24054 -11.13753
H -1.55104 -0.41312 -9.06997
H -4.11375 -0.60552 -9.97102
H -3.79049 -0.32025 -12.86035
H -1.32101 -0.13749 -13.19189
H 0.00280 -0.12036 -11.20911
C 3.81594 2.93560 -6.33818
C 5.15524 2.55445 -6.64342
C 5.85361 3.76443 -6.79278
N 4.93377 4.78346 -6.89881
C 3.68045 4.28315 -6.63873
H 2.99347 2.30523 -6.03391
H 5.55800 1.55327 -6.60073
H 6.90216 3.94252 -6.98050
H 5.21306 5.72791 -7.12269
H 2.81427 4.92186 -6.54820
C -7.11555 9.02906 1.19991
C -6.10815 7.89348 1.35849
N -4.88752 7.99325 0.49533
C -3.83170 6.99322 0.92081
C -3.25788 7.18834 2.33085
C -5.31902 7.73232 -0.87598
C -4.25146 8.35006 -1.87143
H -7.66820 9.32225 2.09251
H -7.78531 8.78888 0.37419
H -6.62792 9.94440 0.86456
H -5.77552 7.79207 2.39154
H -6.66801 6.96739 1.22799
H -4.31508 6.02206 0.81457
H -2.98254 6.90115 0.24364
H -2.34155 6.60759 2.43653
H -2.97632 8.22449 2.51855
H -3.90674 6.79487 3.11331
H -6.32649 8.04963 -1.14512
H -5.37385 6.65784 -1.05085
H -4.66802 8.21899 -2.87012
H -3.24034 7.97544 -1.71209
H -4.22767 9.43247 -1.74525
C 1.45910 -7.78279 5.17628
C 2.05253 -9.00765 5.90329
N 3.30565 -9.54443 5.24895
C 4.19779 -10.12548 6.31653
C 4.84155 -9.05757 7.17293
C 3.08959 -10.51465 4.19249
C 4.36418 -11.06152 3.52435
H 1.32861 -7.98582 4.11333
H 2.05675 -6.87161 5.20180
H 0.50538 -7.59876 5.67089
H 2.20094 -8.68224 6.93294
H 1.33683 -9.81789 6.04261
H 5.05211 -10.71197 5.97851
H 3.66664 -10.81415 6.97358
H 5.53979 -8.59226 6.47719
H 5.52072 -9.36562 7.96788
H 4.13966 -8.37933 7.65814
H 2.44668 -11.31559 4.55755
H 2.42229 -10.03195 3.47848
H 4.88747 -11.74854 4.18938
H 4.10116 -11.54373 2.58286
H 4.99167 -10.19660 3.30922
```

ΔE to the lowest compared entry with this formula, charge and spin	2.023	eV
Kohn-Sham gap	8.558	eV
LUMO level	0.0182	Ha
DFT total energy	-50221.324	eV
SMILES	c1cc[nH]c1.c1cc[nH]c1.c1cc[nH]c1.c1cc[nH]c1.c1cc[nH]c1.c1cc[nH]c1.CCN(CC)CC.CCN(CC)CC
HOMO	-8.1	eV


Q: Among the records above, which one has the highest HOMO?
A: C36H60N8